--- w ---
{"formula": "C6H29NO9", "method": "ωB97M-V with the def2-TZVPD basis set", "e_homo_ha": -0.2972, "lumo_ev": 0.2, "homo_lumo_gap_ha": 0.303, "smiles": "C/C=C/C/C=C/N.O.O.O.O.O.O.O.O.O", "charge": 0, "symbols": ["C", "C", "C", "C", "C", "C", "N", "H", "H", "H", "H", "H", "H", "H", "H", "H", "H", "H", "O", "H", "H", "O", "H", "H", "O", "H", "H", "O", "H", "H", "O", "H", "H", "O", "H", "H", "O", "H", "H", "O", "H", "H", "O", "H", "H"], "positions_angstrom": [[-0.524, 0.216, 2.990], [-1.025, -0.691, 1.907], [-1.071, -0.339, 0.645], [-1.752, -1.011, -0.524], [-0.811, -1.376, -1.634], [-0.390, -0.354, -2.398], [0.230, -0.645, -3.665], [0.395, 0.743, 2.831], [-1.290, 0.870, 3.318], [-0.264, -0.368, 4.007], [-1.437, -1.597, 2.356], [-0.592, 0.578, 0.269], [-2.453, -1.824, -0.175], [-2.619, -0.468, -0.871], [-0.412, -2.370, -1.713], [-0.530, 0.715, -2.244], [0.438, -1.609, -3.777], [1.071, -0.148, -3.930], [-0.696, -3.516, 1.478], [-1.503, -3.606, 0.969], [-1.013, -3.651, 2.372], [1.020, 4.007, -0.143], [1.827, 3.555, -0.474], [1.196, 3.763, 0.778], [-3.961, -0.794, 1.897], [-3.337, -0.214, 2.379], [-3.879, -0.341, 1.044], [-3.358, 2.113, -1.405], [-2.835, 2.535, -0.700], [-3.078, 2.209, -2.305], [3.132, 2.423, -0.200], [3.782, 2.112, -0.893], [2.805, 1.610, 0.180], [4.008, -1.553, 0.417], [3.140, -2.044, 0.535], [4.130, -0.854, 1.076], [-1.651, 3.231, 0.118], [-1.415, 3.104, 1.042], [-1.282, 4.013, -0.295], [3.373, 0.185, -1.403], [3.944, -0.082, -2.130], [3.535, -0.553, -0.682], [1.902, -2.929, 1.121], [1.105, -2.743, 1.605], [2.002, -3.638, 0.496]]}

--- x ---
{"formula": "C6H29NO9", "method": "ωB97M-V with the def2-TZVPD basis set", "e_homo_ha": -0.3129, "lumo_ev": 0.3, "homo_lumo_gap_ha": 0.325, "smiles": "COCCNCCOC.O.O.O.O.O.O.O", "charge": 0, "symbols": ["C", "O", "C", "C", "N", "C", "C", "O", "C", "H", "H", "H", "H", "H", "H", "H", "H", "H", "H", "H", "H", "H", "H", "H", "O", "H", "H", "O", "H", "H", "O", "H", "H", "O", "H", "H", "O", "H", "H", "O", "H", "H", "O", "H", "H"], "positions_angstrom": [[-4.170, 5.107, 14.141], [-2.854, 4.608, 13.928], [-2.470, 4.005, 15.216], [-1.041, 3.599, 15.106], [-0.841, 2.503, 14.165], [0.563, 2.069, 13.996], [1.024, 1.189, 15.242], [2.366, 0.779, 15.053], [3.429, 1.457, 15.677], [-4.458, 5.534, 13.145], [-4.191, 5.917, 14.857], [-4.917, 4.320, 14.404], [-3.126, 3.103, 15.363], [-2.673, 4.648, 16.102], [-0.687, 3.368, 16.118], [-0.419, 4.488, 14.851], [-1.319, 2.718, 13.299], [1.242, 2.971, 13.879], [0.737, 1.441, 13.117], [0.317, 0.368, 15.313], [0.927, 1.798, 16.182], [3.496, 2.515, 15.556], [4.349, 0.979, 15.436], [3.295, 1.407, 16.775], [-1.630, 11.117, 15.065], [-2.544, 11.298, 14.854], [-1.102, 11.569, 14.372], [-4.213, 6.417, 17.814], [-3.291, 6.428, 17.441], [-4.026, 5.870, 18.611], [-4.344, 10.480, 14.600], [-5.104, 10.977, 14.267], [-4.695, 9.701, 15.050], [-0.776, 5.200, 18.397], [-0.001, 5.244, 18.955], [-0.758, 5.959, 17.824], [-5.580, 8.227, 15.889], [-6.560, 8.243, 15.837], [-5.425, 7.729, 16.699], [0.017, 8.586, 13.976], [-0.679, 9.138, 13.615], [0.182, 7.875, 13.317], [-1.845, 7.177, 16.351], [-2.606, 7.636, 15.945], [-1.119, 7.373, 15.740]]}

x ends up most stable, edging out the next structure by 30.5 kcal/mol.

--- w ---
{"formula": "C21H30ClN3O2", "method": "ωB97M-V with the def2-TZVPD basis set", "e_homo_ha": -0.3083, "lumo_ev": 0.6, "homo_lumo_gap_ha": 0.329, "smiles": "Cc1ccc(CC(=O)NCC(C)(C)NC(=O)[C@H]2CCN3CC[C@H]2C3)c(Cl)c1", "charge": 0, "symbols": ["C", "C", "C", "C", "C", "C", "C", "O", "N", "C", "C", "C", "C", "N", "C", "O", "C", "C", "C", "N", "C", "C", "C", "C", "C", "Cl", "C", "H", "H", "H", "H", "H", "H", "H", "H", "H", "H", "H", "H", "H", "H", "H", "H", "H", "H", "H", "H", "H", "H", "H", "H", "H", "H", "H", "H", "H", "H"], "positions_angstrom": [[4.548, -1.370, 1.764], [3.870, -0.574, 0.684], [3.189, -1.203, -0.346], [2.555, -0.460, -1.326], [2.553, 0.927, -1.304], [1.795, 1.662, -2.390], [0.329, 1.915, -2.043], [-0.563, 1.227, -2.529], [0.080, 2.911, -1.169], [-1.231, 3.257, -0.688], [-1.681, 2.481, 0.534], [-0.640, 2.616, 1.637], [-3.010, 3.056, 0.990], [-1.856, 1.092, 0.144], [-2.253, 0.117, 0.992], [-2.469, 0.324, 2.178], [-2.494, -1.286, 0.437], [-2.360, -1.483, -1.072], [-0.944, -1.811, -1.538], [-0.226, -2.715, -0.653], [-0.988, -3.948, -0.422], [-1.891, -3.705, 0.825], [-1.595, -2.246, 1.201], [-0.166, -2.101, 0.674], [3.272, 1.547, -0.284], [3.498, 3.273, -0.238], [3.917, 0.809, 0.694], [4.872, -2.338, 1.386], [5.430, -0.851, 2.140], [3.870, -1.540, 2.602], [3.135, -2.283, -0.384], [2.022, -0.977, -2.111], [2.301, 2.599, -2.648], [1.786, 1.052, -3.287], [0.866, 3.377, -0.755], [-1.206, 4.315, -0.429], [-1.958, 3.143, -1.492], [-0.435, 3.670, 1.849], [-0.989, 2.145, 2.553], [0.299, 2.133, 1.349], [-2.915, 4.120, 1.220], [-3.772, 2.935, 0.216], [-3.354, 2.545, 1.887], [-1.630, 0.851, -0.813], [-3.532, -1.470, 0.734], [-3.051, -2.281, -1.379], [-2.758, -0.622, -1.622], [-0.981, -2.254, -2.535], [-0.365, -0.894, -1.626], [-1.558, -4.223, -1.309], [-0.290, -4.769, -0.233], [-2.949, -3.879, 0.625], [-1.593, -4.362, 1.643], [-1.676, -2.065, 2.269], [0.537, -2.654, 1.307], [0.183, -1.067, 0.622], [4.471, 1.329, 1.468]]}

--- x ---
{"formula": "C21H30ClN3O2", "method": "ωB97M-V with the def2-TZVPD basis set", "e_homo_ha": -0.3110, "lumo_ev": 0.5, "homo_lumo_gap_ha": 0.330, "smiles": "Cc1ccc(CC(=O)NCC(C)(C)NC(=O)[C@H]2CCN3CC[C@H]2C3)c(Cl)c1", "charge": 0, "symbols": ["C", "C", "C", "C", "C", "C", "C", "O", "N", "C", "C", "C", "C", "N", "C", "O", "C", "C", "C", "N", "C", "C", "C", "C", "C", "Cl", "C", "H", "H", "H", "H", "H", "H", "H", "H", "H", "H", "H", "H", "H", "H", "H", "H", "H", "H", "H", "H", "H", "H", "H", "H", "H", "H", "H", "H", "H", "H"], "positions_angstrom": [[-1.407, 4.464, -0.520], [-1.412, 3.418, 0.560], [-2.558, 2.685, 0.851], [-2.541, 1.691, 1.814], [-1.387, 1.389, 2.531], [-1.390, 0.262, 3.529], [-1.067, -1.050, 2.817], [-1.871, -1.574, 2.070], [0.169, -1.553, 3.068], [0.674, -2.753, 2.430], [1.585, -2.466, 1.224], [2.781, -1.615, 1.655], [2.096, -3.786, 0.656], [0.838, -1.661, 0.255], [0.064, -2.097, -0.773], [-0.064, -3.271, -1.074], [-0.655, -1.027, -1.592], [-0.574, 0.425, -1.101], [0.723, 1.133, -1.522], [1.110, 0.879, -2.914], [0.005, 1.187, -3.838], [-0.873, -0.094, -3.944], [-0.150, -1.110, -3.046], [1.283, -0.568, -3.096], [-0.252, 2.134, 2.231], [1.252, 1.829, 3.073], [-0.254, 3.133, 1.272], [-2.413, 4.830, -0.718], [-0.779, 5.313, -0.248], [-1.013, 4.052, -1.453], [-3.475, 2.891, 0.311], [-3.437, 1.117, 2.015], [-0.696, 0.459, 4.345], [-2.391, 0.150, 3.946], [0.781, -1.016, 3.658], [1.220, -3.347, 3.167], [-0.188, -3.327, 2.091], [3.330, -2.109, 2.459], [3.460, -1.472, 0.813], [2.468, -0.629, 2.006], [2.791, -4.224, 1.376], [1.290, -4.484, 0.456], [2.631, -3.616, -0.279], [0.796, -0.678, 0.465], [-1.701, -1.346, -1.570], [-1.418, 0.966, -1.537], [-0.732, 0.492, -0.022], [0.616, 2.211, -1.382], [1.567, 0.823, -0.898], [-0.548, 2.058, -3.483], [0.427, 1.441, -4.811], [-1.904, 0.076, -3.627], [-0.904, -0.452, -4.974], [-0.240, -2.135, -3.401], [1.737, -0.755, -4.073], [1.943, -0.977, -2.329], [0.658, 3.684, 1.080]]}

w ends up most stable, edging out the next structure by 2.3 kcal/mol.

--- w ---
{"formula": "C8H10O2", "method": "ωB97M-V with the def2-TZVPD basis set", "e_homo_ha": -0.3636, "lumo_ev": 1.0, "homo_lumo_gap_ha": 0.401, "smiles": "C#C[C@]1(C=C)OC[C@H](C)O1", "charge": 0, "symbols": ["C", "C", "C", "C", "C", "O", "C", "C", "C", "O", "H", "H", "H", "H", "H", "H", "H", "H", "H", "H"], "positions_angstrom": [[-1.392, -2.698, 0.014], [-1.010, -1.552, 0.022], [-0.640, -0.137, -0.312], [-1.695, 0.540, -1.238], [-1.303, 0.882, -2.438], [0.735, -0.117, -0.869], [1.493, 0.859, -0.178], [0.839, 0.827, 1.175], [1.204, -0.318, 2.163], [-0.517, 0.655, 0.846], [-1.597, -3.734, 0.001], [-2.659, 0.795, -1.007], [-2.015, 1.406, -3.123], [-0.410, 0.573, -2.759], [1.360, 1.695, -0.789], [2.415, 0.467, -0.241], [1.158, 1.816, 1.614], [1.261, -1.350, 1.522], [0.512, -0.514, 2.945], [2.262, -0.094, 2.652]]}

--- x ---
{"formula": "C8H10O2", "method": "ωB97M-V with the def2-TZVPD basis set", "e_homo_ha": -0.3516, "lumo_ev": 0.8, "homo_lumo_gap_ha": 0.379, "smiles": "c1ccccc1.CC(=O)O", "charge": 0, "symbols": ["C", "C", "C", "C", "C", "C", "H", "H", "H", "H", "H", "H", "C", "C", "O", "O", "H", "H", "H", "H"], "positions_angstrom": [[2.528, -0.944, -0.430], [2.327, -0.922, 0.892], [1.754, 0.300, 1.426], [1.352, 1.407, 0.601], [1.794, 1.277, -0.776], [2.195, 0.040, -1.268], [2.890, -1.803, -0.975], [2.610, -1.825, 1.577], [1.114, 0.215, 2.412], [0.906, 2.381, 0.916], [1.514, 2.270, -1.353], [2.418, -0.042, -2.386], [-3.920, -0.578, -0.092], [-2.570, 0.129, 0.117], [-2.367, 1.407, 0.103], [-1.556, -0.716, -0.169], [-4.860, -0.127, 0.489], [-3.967, -0.453, -1.181], [-3.569, -1.710, 0.184], [-0.594, -0.305, -0.088]]}

x ends up most stable, edging out the next structure by 60.1 kcal/mol.

--- w ---
{"formula": "C19H28N2O3S2", "method": "ωB97M-V with the def2-TZVPD basis set", "e_homo_ha": -0.3198, "lumo_ev": 0.5, "homo_lumo_gap_ha": 0.337, "smiles": "CSC1(C(=O)N2C[C@H]3CSC[C@@]3(C)C2)CN(C(=O)[C@@H]2CC3(CC3)CO2)C1", "charge": 0, "symbols": ["C", "S", "C", "C", "O", "N", "C", "C", "C", "S", "C", "C", "C", "C", "C", "N", "C", "O", "C", "C", "C", "C", "C", "C", "O", "C", "H", "H", "H", "H", "H", "H", "H", "H", "H", "H", "H", "H", "H", "H", "H", "H", "H", "H", "H", "H", "H", "H", "H", "H", "H", "H", "H", "H"], "positions_angstrom": [[0.693, -1.407, -0.055], [0.065, 0.267, 0.185], [-0.619, 0.122, 1.856], [-1.508, -1.107, 1.960], [-1.090, -2.120, 2.501], [-2.734, -1.061, 1.397], [-3.359, 0.039, 0.673], [-4.165, -0.695, -0.393], [-3.290, -1.123, -1.588], [-3.451, -2.927, -1.817], [-4.871, -3.040, -0.701], [-4.679, -1.949, 0.347], [-5.976, -1.666, 1.100], [-3.535, -2.283, 1.324], [0.430, 0.220, 2.994], [-0.089, 1.552, 3.291], [0.156, 2.327, 4.365], [1.043, 2.070, 5.161], [-0.769, 3.546, 4.496], [-0.442, 4.380, 5.725], [-1.269, 3.699, 6.807], [-0.678, 3.288, 8.115], [-1.671, 4.421, 8.056], [-2.229, 2.770, 6.073], [-2.115, 3.108, 4.689], [-1.190, 1.485, 2.335], [1.243, -1.394, -0.993], [1.367, -1.688, 0.753], [-0.117, -2.132, -0.122], [-4.014, 0.621, 1.330], [-2.616, 0.708, 0.244], [-5.003, -0.090, -0.744], [-3.595, -0.605, -2.495], [-2.239, -0.898, -1.407], [-5.804, -2.886, -1.245], [-4.892, -4.037, -0.259], [-6.309, -2.552, 1.644], [-5.841, -0.865, 1.830], [-6.770, -1.369, 0.412], [-2.907, -3.098, 0.964], [-3.913, -2.564, 2.310], [0.276, -0.500, 3.796], [1.471, 0.209, 2.673], [-0.749, 4.116, 3.564], [0.623, 4.369, 5.946], [-0.775, 5.407, 5.567], [-1.008, 2.349, 8.541], [0.363, 3.522, 8.292], [-1.301, 5.429, 8.194], [-2.665, 4.246, 8.450], [-1.946, 1.721, 6.225], [-3.272, 2.902, 6.357], [-1.186, 2.279, 1.584], [-2.173, 1.430, 2.802]]}

--- x ---
{"formula": "C19H28N2O3S2", "method": "ωB97M-V with the def2-TZVPD basis set", "e_homo_ha": -0.3212, "lumo_ev": 0.4, "homo_lumo_gap_ha": 0.337, "smiles": "CSC1(C(=O)N2C[C@H]3CSC[C@@]3(C)C2)CN(C(=O)[C@@H]2CC3(CC3)CO2)C1", "charge": 0, "symbols": ["C", "S", "C", "C", "O", "N", "C", "C", "C", "S", "C", "C", "C", "C", "C", "N", "C", "O", "C", "C", "C", "C", "C", "C", "O", "C", "H", "H", "H", "H", "H", "H", "H", "H", "H", "H", "H", "H", "H", "H", "H", "H", "H", "H", "H", "H", "H", "H", "H", "H", "H", "H", "H", "H"], "positions_angstrom": [[1.653, 3.192, 1.864], [0.621, 2.573, 0.520], [0.425, 0.849, 1.046], [1.779, 0.210, 1.310], [2.170, 0.068, 2.459], [2.537, -0.142, 0.250], [2.251, 0.011, -1.165], [3.593, 0.436, -1.754], [3.846, 1.954, -1.693], [4.976, 2.287, -0.312], [5.785, 0.699, -0.616], [4.649, -0.295, -0.875], [5.161, -1.573, -1.531], [3.903, -0.606, 0.445], [-0.590, 0.660, 2.201], [-1.530, 0.128, 1.220], [-2.774, -0.355, 1.410], [-3.310, -0.351, 2.504], [-3.488, -0.888, 0.170], [-4.794, -0.108, -0.089], [-5.817, -1.218, -0.210], [-7.280, -0.982, -0.363], [-6.477, -1.536, -1.517], [-5.245, -2.315, 0.649], [-3.843, -2.250, 0.392], [-0.583, 0.121, 0.113], [1.732, 4.268, 1.717], [1.186, 2.996, 2.828], [2.647, 2.749, 1.833], [1.932, -0.947, -1.592], [1.469, 0.745, -1.344], [3.662, 0.110, -2.794], [4.323, 2.291, -2.615], [2.931, 2.527, -1.548], [6.437, 0.780, -1.489], [6.391, 0.416, 0.244], [5.852, -2.098, -0.870], [4.336, -2.253, -1.756], [5.683, -1.351, -2.464], [4.328, -0.086, 1.303], [3.918, -1.678, 0.668], [-0.274, -0.076, 2.940], [-0.921, 1.572, 2.696], [-2.825, -0.867, -0.698], [-5.023, 0.524, 0.771], [-4.733, 0.514, -0.981], [-7.958, -1.653, 0.149], [-7.626, 0.041, -0.429], [-6.285, -0.879, -2.356], [-6.617, -2.577, -1.778], [-5.439, -2.128, 1.710], [-5.591, -3.313, 0.381], [-0.895, 0.685, -0.769], [-0.259, -0.879, -0.187]]}

w ends up most stable, edging out the next structure by 2.5 kcal/mol.